(1)
{"formula": "C5H15N2S", "method": "ωB97M-V/def2-TZVPD", "elements": ["N", "C", "C", "N", "C", "C", "C", "S", "H", "H", "H", "H", "H", "H", "H", "H", "H", "H", "H", "H", "H", "H", "H"], "coordinates": [[-1.16596, 1.38126, -2.29802], [-2.16409, 0.45635, -1.66903], [-1.50603, -0.33052, -0.52843], [-0.08136, 0.01275, -0.41711], [0.80592, -1.07301, -0.00933], [2.00618, -0.51895, 0.74715], [1.92992, -0.55344, 2.27244], [0.47345, 0.50360, 2.72745], [-0.24237, 1.01236, -1.96130], [-1.27300, 1.27845, -3.30491], [-1.31978, 2.35118, -2.03635], [-3.05063, 0.98835, -1.34186], [-2.52711, -0.22828, -2.43081], [-1.71105, -1.39866, -0.62633], [-1.99885, -0.21581, 0.42879], [-0.05499, 0.77408, 0.25059], [1.16071, -1.69801, -0.82960], [0.29579, -1.74558, 0.67975], [2.97360, -0.95721, 0.47908], [2.22951, 0.52591, 0.51756], [1.71332, -1.53213, 2.68286], [2.77835, -0.05805, 2.73848], [0.72846, 1.02534, 3.92892]], "forces_ev_per_a": [[-0.9, -0.5, -0.5], [-0.7, -0.5, 0.2], [0.2, -0.7, 0.7], [-0.8, 0.0, -0.8], [0.7, -0.2, 0.8], [1.5, 0.6, 0.6], [-1.1, 0.9, 0.4], [-0.6, 0.0, -0.4], [0.2, 0.0, 0.3], [0.3, 0.4, -0.1], [0.2, 0.1, 0.0], [0.1, 0.4, 0.1], [0.2, 0.0, -0.2], [0.7, -0.1, -0.8], [-0.3, 0.9, 0.3], [0.5, -0.1, 0.3], [-0.3, 0.3, -0.3], [-0.2, -0.2, 0.1], [-0.4, -0.6, -0.2], [-0.5, 0.2, -0.4], [0.4, -0.2, 0.0], [0.2, -0.4, -0.1], [0.4, -0.2, 0.1]], "total_charge": 1, "smiles": "[NH3+]CCNCCCS", "lumo_energy_ha": -0.1211, "homo_lumo_gap_ha": 0.3211}

=====

(2)
{"formula": "C5H15N2S", "method": "ωB97M-V/def2-TZVPD", "elements": ["C", "N", "C", "C", "N", "C", "C", "S", "H", "H", "H", "H", "H", "H", "H", "H", "H", "H", "H", "H", "H", "H", "H"], "coordinates": [[-2.96020, -0.32404, -0.60859], [-1.56733, -0.35710, -1.15053], [-0.67200, -1.27009, -0.47553], [0.48127, -0.50054, 0.19034], [-0.11400, 0.21002, 1.40118], [1.14012, 0.55810, -0.66318], [2.48315, 1.07392, -0.11943], [2.58502, 1.48609, 1.71014], [-3.61717, -0.99603, -1.14855], [-3.25309, 0.72005, -0.75236], [-2.99697, -0.47094, 0.46847], [-1.58657, -0.37754, -2.15532], [-0.19269, -1.99676, -1.15305], [-1.20728, -1.96293, 0.17511], [1.26884, -1.19248, 0.49355], [-0.55078, 1.10194, 1.14348], [-0.84154, -0.30107, 1.92527], [0.62165, 0.33094, 2.11015], [0.43685, 1.37282, -0.86568], [1.36853, 0.20605, -1.66610], [3.27304, 0.34696, -0.27994], [2.69037, 2.00043, -0.62858], [3.21074, 0.34220, 2.04913]], "forces_ev_per_a": [[1.0, 1.3, -0.9], [-0.9, -0.1, 1.4], [0.8, -0.4, -1.5], [-0.8, -0.5, -0.2], [-0.5, -0.7, 1.1], [0.2, 0.6, 0.0], [-0.5, 0.0, 0.8], [0.3, -0.3, -0.6], [-0.3, -0.2, 0.2], [-0.6, -0.3, -0.1], [0.2, -0.4, 0.0], [0.2, -0.3, -0.1], [0.0, 0.4, -0.2], [0.0, 0.4, 0.6], [-0.3, -0.1, 0.6], [0.4, -0.1, 0.0], [0.1, -0.3, -0.8], [0.2, 0.9, -0.3], [0.0, 0.0, 0.3], [-0.1, -0.5, -0.1], [0.1, 0.1, -0.2], [0.4, 0.2, -0.2], [0.0, 0.2, 0.1]], "total_charge": 1, "smiles": "CNC[C@H]([NH3+])CCS", "lumo_energy_ha": -0.1121, "homo_lumo_gap_ha": 0.3582}

=====

(3)
{"formula": "C5H15N3", "method": "ωB97M-V/def2-TZVPD", "elements": ["N", "C", "C", "N", "C", "C", "N", "C", "H", "H", "H", "H", "H", "H", "H", "H", "H", "H", "H", "H", "H", "H", "H"], "coordinates": [[-1.93792, 1.22164, -2.47812], [-1.98063, 1.69925, -1.09501], [-1.86779, 0.53973, -0.04948], [-0.86301, 0.79819, 0.97962], [0.49659, 0.53009, 0.53286], [1.16065, -0.73027, 1.16454], [2.16109, -1.29356, 0.23877], [2.79079, -2.48917, 0.95722], [-2.87073, 0.95890, -2.74695], [-1.11779, 0.66788, -2.65229], [-1.16023, 2.42388, -1.02646], [-2.82569, 2.39024, -0.93190], [-1.55007, -0.37775, -0.55710], [-2.89131, 0.38105, 0.33005], [-0.90013, 1.75660, 1.29162], [1.12154, 1.38358, 0.81794], [0.62136, 0.32277, -0.53379], [1.68066, -0.43125, 2.08931], [0.35267, -1.41742, 1.35065], [1.64086, -1.81091, -0.47254], [2.16212, -2.73118, 1.84007], [2.90254, -3.43686, 0.43735], [3.85152, -2.21328, 1.00652]], "forces_ev_per_a": [[-0.9, 1.9, 0.6], [0.9, 0.0, -0.5], [-0.1, 0.9, -0.3], [-0.2, -0.3, 0.1], [1.1, -0.6, 0.5], [0.0, 1.2, -0.5], [-0.1, -2.2, 0.6], [0.2, 1.1, -0.3], [0.4, -1.0, -0.6], [-0.5, -0.7, -0.3], [0.4, -0.4, 0.5], [-0.2, -0.8, -0.1], [-0.2, 0.2, 0.0], [0.4, -0.1, 0.4], [-0.2, 0.0, 0.0], [0.0, 0.0, -0.4], [-0.4, 0.6, -0.2], [-0.3, -0.4, -0.2], [-0.3, -0.5, 0.5], [-0.4, 0.7, -0.4], [1.2, 0.3, 0.0], [-0.8, 0.0, -0.9], [-0.2, -0.1, 1.4]], "total_charge": -1, "multiplicity": 2, "s_squared": 0.75, "lumo_energy_ha": [0.1429, 0.1485], "homo_lumo_gap_ha": [0.0892, 0.3307]}